1.
Below is C2HBrClF as an isolated structure at a distorted geometry, with properties calculated with ωB97M-V/def2-TZVPD.

For the HOMO energy, the calculation gives -0.3676 hartree. The total energy is -87369.16348 eV. As for the energy above the lowest of the compared OMol25 structures with the same formula, charge and spin: 70.1 kJ/mol. The frontier orbital gap comes out at 9.56 eV. As for the total charge: 0.

The geometry in XYZ format:
```
6
C2HBrClF (ωB97M-V/def2-TZVPD)
C -0.44 0.51 0.34
C 0.39 -0.28 -0.29
F -0.76 -1.60 -1.04
Cl 1.90 -0.66 -0.55
Br 0.40 1.86 1.22
H -1.49 0.18 0.32
```

---

2.
Below is C4H4LiO5Rh as an isolated structure at a distorted geometry, with properties calculated with ωB97M-V/def2-TZVPD.

The expectation value of S² is 6.036. For the HOMO energy (alpha / beta), the calculation gives -0.6902 / -0.7350 hartree. The total energy is -17639.97692 eV. The frontier orbital gap (alpha / beta) comes out at 9.08 / 8.41 eV. Its spin multiplicity is 5. As for the total charge: +2.

The geometry in XYZ format:
```
15
C4H4LiO5Rh (ωB97M-V/def2-TZVPD)
O 0.77 1.30 1.51
C 0.77 0.17 2.13
O 1.51 -0.06 3.08
O -0.21 -0.65 1.73
C -1.51 -0.72 2.38
C -2.58 -0.26 1.41
H -1.51 -0.08 3.27
H -1.62 -1.77 2.65
H -2.96 0.76 1.62
H -3.51 -0.70 1.81
O -3.09 -1.27 -0.21
O -1.69 0.11 -1.20
C -2.47 -0.84 -1.23
Li 2.49 1.53 2.42
Rh -0.61 1.07 0.11
```

---

3.
Below is C5H7Cl3O as an isolated structure at a distorted geometry, with properties calculated with ωB97M-V/def2-TZVPD.

For the HOMO energy, the calculation gives -0.3698 hartree. The total energy is -44909.83439 eV. As for the energy above the lowest of the compared OMol25 structures with the same formula, charge and spin: 326.7 kJ/mol. The frontier orbital gap comes out at 9.61 eV. As for the total charge: 0.

The geometry in XYZ format:
```
16
C5H7Cl3O (ωB97M-V/def2-TZVPD)
C -0.56 2.27 -0.23
C -0.69 -0.68 1.65
C -0.42 -0.97 -1.25
C -1.25 -0.60 0.21
C -1.76 0.76 -0.11
O -1.04 3.37 0.08
Cl -2.52 -1.96 0.10
Cl -2.85 1.56 1.18
Cl -2.62 0.85 -1.59
H 0.09 2.32 -1.06
H 0.21 -0.19 1.75
H -0.62 -1.71 1.78
H -1.27 -0.18 2.41
H -1.05 -0.61 -2.03
H -0.71 -2.01 -1.32
H 0.65 -0.75 -1.39
```

---

4.
Below is a 3-piece molecular cluster, C14H32BrF9O10P3S overall at a distorted geometry, with properties calculated with ωB97M-V/def2-TZVPD.

For the HOMO energy, the calculation gives -0.1657 hartree. The total energy is -168717.30455 eV. As for the energy above the lowest of the compared OMol25 structures with the same formula, charge and spin: 0.0 kJ/mol. The frontier orbital gap comes out at 6.67 eV. As for the total charge: -1.

The geometry in XYZ format:
```
70
C14H32BrF9O10P3S (ωB97M-V/def2-TZVPD)
F 4.39 -3.91 -4.31
C 3.84 -2.72 -4.67
F 4.62 -2.20 -5.65
C 2.44 -2.91 -5.22
C 1.47 -3.70 -4.34
C 0.54 -2.91 -3.42
C -0.17 -1.72 -4.05
C -0.71 -0.81 -2.95
O -1.26 -1.49 -1.87
P -3.01 -1.59 -1.88
O -3.00 -0.22 -3.06
C -1.79 0.15 -3.47
Br -1.40 2.03 -2.86
C 3.87 -1.79 -3.42
F 2.95 -0.79 -3.54
F 3.54 -2.57 -2.34
S 5.57 -0.97 -3.06
F 4.87 0.26 -2.33
F 5.47 -0.21 -4.44
F 6.32 -2.18 -3.74
F 5.73 -1.68 -1.65
F 6.97 -0.28 -2.83
H 2.06 -1.94 -5.53
H 2.62 -3.47 -6.13
H 0.84 -4.28 -5.01
H 2.03 -4.43 -3.78
H 1.02 -2.59 -2.51
H -0.24 -3.59 -3.10
H -1.01 -2.06 -4.66
H 0.48 -1.10 -4.66
H 0.14 -0.25 -2.56
H -2.97 -2.77 -1.04
H -3.02 -0.68 -0.77
H -4.46 -1.62 -1.89
H -2.97 -2.47 -3.05
H -1.72 0.18 -4.56
C -2.67 5.36 0.05
O -1.47 5.48 0.84
P -1.06 4.26 1.77
O -1.89 3.07 1.61
O -1.04 4.87 3.24
C -2.27 5.39 3.75
O 0.47 4.11 1.46
C 1.12 2.87 1.81
H -2.88 6.35 -0.34
H -2.51 4.66 -0.77
H -3.50 5.02 0.65
H -3.11 4.73 3.51
H -2.45 6.38 3.34
H -2.17 5.46 4.83
H 1.23 2.26 0.92
H 0.56 2.32 2.56
H 2.10 3.12 2.21
C -0.88 -2.92 4.46
O -0.36 -1.70 5.01
P -1.35 -0.73 5.77
O -2.68 -1.27 6.03
O -1.30 0.62 4.94
C -1.72 0.55 3.56
O -0.50 -0.34 7.05
C -1.19 0.24 8.17
H -0.10 -3.33 3.82
H -1.11 -3.63 5.26
H -1.77 -2.74 3.87
H -2.61 -0.07 3.44
H -0.91 0.14 2.95
H -1.94 1.56 3.22
H -1.34 -0.52 8.93
H -2.16 0.65 7.88
H -0.57 1.04 8.56
```

---

5.
Below is C8H23NO7Pd as an isolated structure at a distorted geometry, with properties calculated with ωB97M-V/def2-TZVPD.

The expectation value of S² is 2.008. For the HOMO energy (alpha / beta), the calculation gives 0.0457 / 0.0459 hartree. The total energy is -27963.25229 eV. As for the energy above the lowest of the compared OMol25 structures with the same formula, charge and spin: 0.0 kJ/mol. The frontier orbital gap (alpha / beta) comes out at 3.48 / 3.43 eV. Its spin multiplicity is 3. As for the total charge: -2.

The geometry in XYZ format:
```
40
C8H23NO7Pd (ωB97M-V/def2-TZVPD)
Pd 30.95 14.42 -11.28
O 28.44 12.72 -7.13
C 28.26 11.94 -8.25
C 29.02 12.25 -9.61
O 29.79 13.41 -9.76
H 27.21 11.81 -8.57
H 28.67 10.95 -7.96
H 28.24 12.29 -10.41
H 29.65 11.37 -9.89
O 31.40 15.86 -9.50
C 31.96 16.94 -10.18
C 32.79 16.70 -11.45
O 32.13 15.99 -12.44
H 32.61 17.49 -9.45
H 31.20 17.73 -10.39
H 33.76 16.25 -11.15
H 33.07 17.73 -11.76
C 33.34 11.44 -9.89
C 33.95 12.80 -10.14
C 35.47 12.74 -10.40
O 36.30 12.83 -9.28
C 36.27 14.10 -8.68
N 33.21 13.58 -11.13
H 33.85 11.03 -9.01
H 33.44 10.81 -10.79
H 32.27 11.44 -9.70
H 33.73 13.33 -9.21
H 35.73 13.38 -11.26
H 35.68 11.77 -10.87
H 36.59 14.90 -9.37
H 36.94 14.15 -7.82
H 35.28 14.36 -8.31
H 33.45 13.23 -12.05
H 33.46 14.56 -11.13
O 29.32 15.58 -12.05
H 29.41 16.12 -12.84
H 28.57 15.95 -11.56
O 30.74 12.70 -12.69
H 30.64 12.71 -13.65
H 30.52 11.80 -12.42
```

---

6.
Below is C22H22AuN6O3 as an isolated structure at a distorted geometry, with properties calculated with ωB97M-V/def2-TZVPD.

For the HOMO energy, the calculation gives -0.3540 hartree. The total energy is -41933.33587 eV. As for the energy above the lowest of the compared OMol25 structures with the same formula, charge and spin: 245.1 kJ/mol. The frontier orbital gap comes out at 5.23 eV. As for the total charge: +1.

The geometry in XYZ format:
```
54
C22H22AuN6O3 (ωB97M-V/def2-TZVPD)
Au -0.42 1.98 -1.61
N 2.30 2.37 -1.90
N 2.51 3.75 -1.85
C 1.48 4.61 -1.82
N 1.72 5.92 -1.77
N 0.26 4.09 -1.84
N -0.88 4.79 -1.85
O -1.88 4.09 -1.83
O -0.88 6.00 -1.88
H 2.63 1.90 -1.06
H 2.73 1.96 -2.73
H 3.45 4.12 -1.74
H 2.66 6.29 -1.74
H 0.92 6.54 -1.76
O -2.47 1.47 -2.89
C -2.96 0.26 -2.35
C -1.80 -0.69 -2.12
C -1.99 -2.05 -1.87
C -0.90 -2.85 -1.62
C 0.38 -2.29 -1.66
C 0.48 -0.94 -1.93
N -0.58 -0.17 -2.12
H -3.10 2.18 -2.74
H -3.67 -0.21 -3.05
H -3.47 0.42 -1.39
H -2.99 -2.47 -1.89
H -1.02 -3.89 -1.39
H 1.26 -2.88 -1.49
H 1.44 -0.45 -1.98
C 0.02 1.24 0.19
C 0.06 0.32 0.99
C 0.13 -0.79 1.82
C 1.43 -1.41 1.92
C 1.57 -2.81 1.97
C 2.83 -3.38 1.96
C 3.97 -2.59 1.90
C 3.84 -1.21 1.87
C 2.59 -0.62 1.87
C -1.08 -1.34 2.34
C -2.32 -0.98 1.77
C -3.50 -1.52 2.22
C -3.49 -2.42 3.28
C -2.28 -2.76 3.88
C -1.10 -2.24 3.42
H 0.70 -3.43 1.98
H 2.93 -4.46 1.97
H 4.94 -3.04 1.87
H 4.72 -0.59 1.83
H 2.48 0.45 1.85
H -2.32 -0.28 0.94
H -4.43 -1.24 1.76
H -4.42 -2.84 3.64
H -2.28 -3.45 4.71
H -0.17 -2.49 3.91
```